Entry from the OMol25 dataset: a 3-piece molecular cluster, C32H62Br3F4N4O7 overall (ωB97M-V with the def2-TZVPD basis set).

Results
F_max: 1.481 eV Å⁻¹
Gap between HOMO and LUMO: 6.936 eV
Net charge: +1
E_LUMO: -2.631 eV
Calculated total energy: -10123.3731 Eh

```
112
Properties=species:S:1:pos:R:3:forces:R:3
Br 2.081562 -1.869569 -2.674281 0.04 0.01 0.04
Br 7.191198 1.971432 3.685050 0.09 -0.07 -0.06
Br 4.289779 1.159835 -5.413387 0.15 -0.04 -0.03
F 7.062892 5.769067 1.867453 0.48 0.33 -0.15
F 3.139964 -1.811273 -5.118057 0.24 0.27 0.34
F 4.549258 -1.213525 -3.566799 -0.32 0.01 0.03
F 1.764871 0.339031 -5.026303 0.28 0.08 0.25
O -9.399121 -5.362827 1.330286 -0.11 -0.04 -0.06
O -2.016375 0.278212 0.403060 0.07 -0.05 0.09
O -7.478483 -6.650470 -2.751243 -0.12 0.03 0.09
O 5.617129 4.892096 3.250587 -0.14 -0.16 0.44
O 10.680551 3.530050 -2.810873 -0.11 0.15 0.21
O 9.551348 5.419982 -2.428967 0.09 0.11 -0.25
O -5.964244 -1.964431 1.508104 0.16 0.05 0.02
N 0.107508 2.976268 1.135585 0.56 0.21 0.06
N 5.285197 2.076517 1.610849 -0.13 -0.03 0.29
N -4.566637 0.613877 2.467713 0.17 -0.25 -0.13
N -8.739670 -4.060858 -1.627542 -0.07 -0.29 0.07
C -7.026480 -5.317202 -2.916682 0.19 0.05 -0.09
C -5.409790 -2.650059 2.609188 -0.01 -0.09 -0.04
C 8.062578 4.006611 -0.469707 0.31 -0.58 -0.37
C 3.135754 2.240069 0.245444 -0.25 -0.77 -0.47
C 4.000568 1.406540 1.170257 -0.19 0.37 -0.27
C -6.561270 -0.710617 1.803228 -0.23 0.03 -0.06
C 3.774202 1.190195 -2.021217 -0.09 -0.04 -0.28
C 1.815243 1.452967 0.093344 -0.09 0.67 0.58
C -7.330926 -4.404043 -1.745956 -0.12 0.08 0.08
C 5.389187 2.725243 -0.861427 -0.40 -0.70 0.03
C 8.547412 3.308238 -1.770974 -0.58 0.76 0.27
C 5.989139 5.047475 2.140402 -0.22 -0.18 0.00
C 5.558530 -0.152297 2.841156 0.38 0.07 0.39
C -5.668559 0.481643 1.525774 0.13 0.09 0.04
C 3.886304 2.411019 -1.089218 -0.01 0.21 0.03
C -9.072946 -6.483659 0.536622 -0.09 -0.02 0.08
C -9.180328 -3.513116 -0.344698 -0.02 0.14 -0.26
C 3.276810 -1.092069 -3.992842 0.05 -0.23 -0.46
C 2.920451 0.389281 -4.282538 -0.63 -0.08 -0.16
C -8.761604 -4.154331 0.974581 0.13 0.10 0.21
C -2.845208 1.400356 0.676028 -0.12 0.06 -0.23
C 6.242070 1.078889 2.247544 -0.33 -0.47 0.47
C 7.403039 3.040610 0.535968 0.08 -0.29 -0.23
C -8.706272 -6.961911 -3.372491 -0.01 -0.07 0.01
C -3.456017 1.478597 2.070109 -0.18 -0.01 0.26
C 5.340157 4.455860 0.930771 -0.42 -0.11 -0.02
C 4.665540 0.067695 4.071511 -0.15 -0.39 -0.41
C 0.849097 1.711555 1.257607 -0.13 0.07 -0.09
C 5.864913 3.039649 0.555879 0.37 1.36 -0.46
C 9.690406 4.058291 -2.406230 0.47 -0.40 -0.17
C 2.652740 1.268640 -3.066930 0.61 -0.34 -0.01
C -2.684774 -0.966677 0.318657 0.14 0.00 0.00
H -2.929483 -1.354796 1.309820 -0.13 -0.02 -0.04
H -6.291171 1.381136 1.585638 0.01 0.02 -0.05
H 1.378466 1.742537 2.212669 0.03 -0.17 0.09
H -2.180993 2.255810 0.596074 0.07 0.07 0.01
H -3.783439 2.515558 2.206264 0.05 0.04 -0.07
H 5.420051 5.123937 0.080030 0.24 0.00 -0.07
H -7.402328 -4.901980 -3.858718 -0.09 0.04 0.04
H -7.671276 -4.253867 1.056625 -0.01 -0.08 -0.12
H -9.574199 -6.612858 -2.801758 0.01 0.05 -0.02
H 7.726840 2.039053 0.250576 0.05 -0.07 0.06
H 4.702607 1.088721 -2.580929 0.12 0.12 0.02
H 4.242882 1.068277 4.127259 0.03 0.12 0.14
H 8.788723 5.683298 -2.958044 -0.11 0.05 0.16
H -9.058852 -3.450805 1.755770 0.02 0.01 0.02
H -4.216728 -0.294227 2.730963 0.00 -0.03 -0.07
H 2.010926 0.386552 -0.000526 -0.06 -0.12 -0.21
H 5.062246 -0.725269 2.063247 -0.07 0.04 -0.09
H -9.598904 -6.461463 -0.421365 0.11 -0.03 -0.07
H 5.655632 3.565259 -1.495412 0.19 0.10 0.06
H -3.590290 -0.902525 -0.288402 -0.07 0.01 0.05
H -6.935516 -4.890650 -0.846222 0.05 -0.01 -0.01
H 8.850277 2.283420 -1.592792 0.08 -0.13 -0.13
H -7.995798 -6.566050 0.367012 0.02 0.03 -0.08
H -7.420633 -0.625337 1.134176 -0.04 -0.02 0.03
H 2.597573 2.286525 -3.444693 -0.31 0.08 -0.02
H 6.405026 -0.764537 3.151248 0.01 -0.15 -0.07
H 0.135317 0.892246 1.302982 -0.07 -0.06 0.00
H 0.508495 3.684763 1.736831 -0.13 0.04 0.07
H 3.836924 -0.637297 4.033157 -0.09 0.02 0.03
H -6.066812 -2.604669 3.482180 -0.01 0.00 0.02
H 0.167582 3.353617 0.196439 -0.19 -0.11 -0.07
H 5.212981 -0.153001 4.980266 0.04 0.26 0.15
H 8.942934 4.416105 0.016459 -0.05 0.24 0.10
H -2.649904 1.309869 2.789106 -0.01 0.08 0.03
H 4.260176 0.499190 0.633512 0.12 -0.08 0.05
H 1.695107 0.932568 -2.683274 -0.16 0.20 0.09
H 2.827234 3.189476 0.679314 0.30 0.18 0.05
H 7.732169 3.342832 -2.498025 -0.05 -0.38 -0.10
H 7.826207 3.222790 1.517230 -0.15 0.14 0.09
H -4.420069 -2.272645 2.893238 -0.03 0.04 0.03
H 3.442842 1.165368 2.067690 0.15 -0.21 0.11
H 1.297326 1.820185 -0.789783 0.02 -0.27 -0.25
H -5.328422 0.392359 0.486941 -0.05 0.00 -0.03
H -8.844862 -2.469857 -0.305359 0.02 0.00 0.09
H 3.437534 3.249839 -1.621727 -0.03 0.13 0.05
H -2.002499 -1.672799 -0.154677 0.02 0.05 -0.03
H -3.596009 1.513970 -0.116695 -0.07 -0.16 0.06
H -9.406237 -7.369787 1.074915 0.00 0.03 0.05
H 3.678379 0.263756 -1.455321 0.03 -0.06 0.08
H -6.758305 -3.480325 -1.890586 0.04 0.00 0.06
H -5.938526 -5.381504 -2.995881 0.00 0.01 -0.05
H -5.286527 -3.691615 2.315224 -0.04 -0.01 -0.01
H 6.960700 0.732412 1.518472 0.04 0.28 -0.21
H 4.282449 4.416467 1.182058 -0.05 -0.07 -0.09
H 5.005222 2.684024 2.387292 0.12 0.02 0.08
H -6.940989 -0.703102 2.830664 0.09 0.04 0.04
H 5.983884 1.889601 -1.233658 0.02 -0.12 0.07
H -8.772756 -8.046727 -3.434131 0.03 -0.01 -0.01
H -9.319099 -4.846018 -1.881229 0.05 -0.06 0.05
H 7.421402 4.832060 -0.758777 -0.02 0.24 0.23
H -8.759861 -6.546097 -4.382894 -0.01 0.01 -0.01
H -10.272321 -3.490626 -0.364853 0.00 0.06 -0.02
```
Forces are in eV/Å.

Entry from the OMol25 dataset: a 16-piece molecular cluster, C32H63Cl31N2O4 overall (ωB97M-V with the def2-TZVPD basis set).

Results
F_max: 1.268 eV Å⁻¹
Gap between HOMO and LUMO: 9.179 eV
E_LUMO: 0.235 eV
Calculated total energy: -15933.4272 Eh

```
132
Properties=species:S:1:pos:R:3:forces:R:3
Cl 5.512936 3.026054 1.220497 0.23 0.03 -0.21
Cl 3.986535 7.931693 -2.080424 -0.03 0.03 -0.01
Cl 0.464052 2.161378 3.336471 -0.10 -0.08 0.10
Cl -6.750941 4.309013 -6.174450 -0.03 0.00 0.00
Cl 5.026175 -8.690437 -6.537911 -0.02 0.05 0.01
Cl 2.813407 -0.135169 5.158825 0.03 0.07 0.06
Cl -5.223600 2.598116 -4.353967 -0.02 -0.12 -0.09
Cl -3.250175 0.443432 3.824731 0.04 0.05 -0.01
Cl -5.757805 2.342862 -1.127165 -0.10 -0.04 0.12
Cl -2.352025 3.934344 -4.721346 -0.03 0.24 -0.05
Cl -4.047562 -0.806365 11.143053 0.00 -0.04 0.01
Cl 0.491731 3.372042 -4.846437 -0.01 0.41 -0.27
Cl 1.076724 -4.073473 -1.043922 -0.15 0.10 0.27
Cl -2.344170 -0.065054 8.878106 0.01 0.00 -0.02
Cl -8.254824 1.174684 12.976896 0.01 0.01 -0.04
Cl 2.881940 3.714036 2.853321 0.04 0.01 0.55
Cl 4.828335 -11.136073 -4.939067 -0.01 0.00 0.05
Cl 9.190069 0.645742 3.069685 0.29 -0.15 0.08
Cl 0.414839 2.298751 -8.820892 -0.03 -0.02 -0.01
Cl 5.252912 0.664991 2.932110 0.05 -0.11 -0.03
Cl 1.496800 -7.459976 -3.972981 -0.07 0.11 -0.04
Cl 1.955653 -9.012483 -1.537357 -0.01 0.00 0.02
Cl 0.407187 -1.712169 5.695996 -0.08 -0.06 -0.01
Cl -4.998951 -0.241195 6.059324 -0.10 -0.01 0.03
Cl -2.285142 -5.263518 4.971091 -0.04 0.02 -0.03
Cl 4.203072 6.057055 0.161162 0.07 0.02 0.03
Cl -5.893104 2.618905 1.799869 -0.01 -0.07 -0.04
Cl 9.514393 3.003037 1.347857 0.02 0.00 -0.01
Cl 2.308001 1.032821 -6.978733 0.05 -0.07 0.04
Cl -0.783071 -4.423443 2.598061 0.00 0.03 -0.09
Cl -7.772679 -1.503299 14.063207 0.02 -0.04 -0.02
O -3.570192 -1.791116 0.897134 0.24 -0.35 -0.34
O 0.951224 0.444080 -2.502874 0.14 -0.02 -0.10
O 1.405490 -2.180873 -2.810428 -0.30 0.00 0.16
O -5.269543 -2.722476 -0.149171 0.32 0.01 0.25
N 4.866728 0.531910 -1.325919 -0.19 0.10 -0.28
N -0.101224 4.348706 0.470041 0.33 0.08 -0.10
C 1.187834 3.958789 -0.143946 -1.05 -0.29 -0.06
C 0.328759 -1.662727 -3.581722 0.35 0.20 -0.08
C -2.607008 0.114904 -0.281703 0.66 0.02 -0.36
C -7.495289 -0.399387 12.710421 0.03 0.00 -0.02
C -0.737130 4.644704 -4.744488 0.04 -0.08 0.10
C 0.325640 -0.105652 -3.644063 -0.57 -0.60 -0.01
C 1.005981 2.802149 -1.127298 0.46 0.18 0.35
C 6.333905 1.625446 1.910289 -0.13 0.16 -0.05
C -3.770583 -0.961294 9.400988 -0.02 -0.04 -0.09
C -2.366532 -4.856061 3.251571 0.00 -0.04 -0.02
C -2.623378 -0.183710 -1.789573 -0.22 0.51 0.17
C 4.455499 -9.409845 -5.025949 -0.02 0.00 0.04
C -1.858623 0.875160 -2.598100 -0.38 0.13 -0.30
C -4.071592 -2.639361 -0.031520 -0.78 -0.04 -0.02
C 3.329993 0.422782 -3.209045 0.08 -0.40 0.35
C -6.667022 1.968426 0.345234 -0.04 -0.05 0.03
C 2.108161 1.252707 -2.767956 0.37 0.47 -0.12
C -6.831042 3.093214 -4.895920 -0.09 -0.01 0.05
C 4.265652 -1.711897 -2.031503 0.63 0.31 -0.38
C 2.339150 2.186553 -1.581020 -1.27 -0.03 -0.04
C -3.170798 -3.535390 -0.841752 -0.01 0.19 -0.49
C -4.698303 -0.429523 4.326306 -0.02 -0.03 -0.12
C 1.630346 3.304719 4.026118 -0.01 0.16 -0.05
C 3.551710 7.598526 -0.398022 -0.10 0.00 0.07
C -1.136197 0.388096 -3.850992 0.53 -0.08 0.23
C -2.359926 -1.073791 0.612594 0.07 0.58 0.59
C 1.166775 -7.595938 -2.241457 0.01 0.07 0.12
C 1.570370 -0.556703 6.344493 -0.02 0.04 0.06
C 0.975779 0.780647 -8.114740 -0.08 -0.02 0.00
C 4.186930 -0.193043 -2.119804 0.03 -0.35 0.39
C 1.144356 -2.323128 -1.448112 0.00 0.63 -0.94
C 10.299817 1.590561 2.063035 0.10 -0.02 -0.01
H 1.885738 1.921800 -3.610165 -0.09 -0.41 0.12
H -3.083138 -4.512403 -0.374764 0.10 0.01 0.27
H -2.743601 -5.715247 2.708750 0.06 -0.04 0.05
H -0.633694 -2.067444 -3.263706 0.01 -0.02 0.35
H -0.780503 4.513711 -0.266184 -0.07 0.01 0.06
H -1.547922 -1.700178 0.248636 -0.14 -0.32 -0.13
H -3.682084 -3.693873 -1.787307 -0.06 -0.03 -0.06
H -0.645772 5.304304 -5.599066 0.00 -0.10 -0.08
H 2.095716 2.849206 4.892829 0.03 -0.13 -0.08
H 1.590520 4.837096 -0.645010 0.30 0.03 0.06
H -6.428568 -0.254013 12.596300 -0.02 0.03 0.05
H -7.349637 2.221648 -5.276434 0.06 -0.01 -0.05
H 1.824259 3.649452 0.681031 0.23 0.17 -0.32
H 3.954235 -2.062042 -1.050149 -0.12 -0.10 -0.03
H -3.027216 -4.009763 3.125540 -0.04 0.12 0.03
H 2.970112 -0.401239 -3.822459 -0.05 0.09 -0.23
H 0.204650 -1.840142 -1.195584 -0.20 -0.26 0.19
H -7.653950 2.406158 0.256696 0.03 0.07 0.00
H -4.635373 -0.572275 8.878288 0.00 0.07 0.05
H -0.441036 3.554860 1.003191 -0.10 0.08 0.05
H 10.663305 0.955384 1.264423 -0.07 -0.01 -0.02
H 0.875603 0.146958 -4.552232 0.24 0.25 0.12
H -7.915741 -0.838847 11.814021 -0.06 0.00 0.03
H -6.738979 0.891059 0.443493 0.11 -0.01 -0.01
H 0.481217 -2.018046 -4.601462 0.02 -0.14 0.00
H 5.319024 -1.976140 -2.137231 0.08 -0.07 0.08
H 0.405421 3.135869 -1.975731 -0.05 -0.01 -0.11
H 1.540690 -6.705891 -1.746891 0.07 -0.07 -0.08
H 2.745544 1.667553 -0.718489 0.44 0.03 -0.07
H 3.991292 1.025671 -3.831349 -0.06 0.24 0.03
H -3.655171 -0.134392 -2.138409 -0.08 -0.50 -0.09
H 3.949235 8.389608 0.225993 0.07 -0.01 -0.03
H -2.189713 -3.137798 -1.068464 0.19 -0.07 0.24
H -5.548497 -0.038625 3.779358 0.02 0.08 0.04
H 1.320449 0.132560 -8.911286 0.06 0.05 -0.01
H 3.382688 -9.282629 -4.964705 -0.01 -0.06 -0.05
H 1.040731 0.346343 6.625455 -0.02 0.01 -0.08
H -4.562403 -1.481555 4.114188 0.06 -0.05 0.01
H 0.096627 -7.684913 -2.098019 0.00 -0.08 -0.06
H 2.052857 -0.997805 7.208402 0.03 -0.05 -0.04
H -2.028115 -0.684736 1.569873 -0.09 -0.21 0.25
H 11.121921 1.927375 2.682572 -0.05 0.04 0.05
H 1.102193 4.208290 4.307232 -0.06 -0.01 -0.09
H 5.377005 -0.072266 -0.679519 0.05 0.04 0.03
H -1.103740 1.190723 -4.579573 -0.13 0.13 -0.07
H 2.470936 7.563188 -0.321317 0.00 -0.05 -0.04
H 0.150740 0.321695 -7.582026 -0.01 0.07 0.05
H 3.742774 -2.213583 -2.836531 -0.26 -0.09 0.17
H 7.159418 1.969552 2.515848 -0.18 0.09 0.01
H -7.363067 3.511707 -4.049510 0.06 0.05 0.01
H 0.428415 2.051163 -0.588332 -0.10 -0.19 -0.13
H 6.696958 1.002933 1.101102 -0.07 -0.01 -0.03
H -3.627383 -2.009024 9.166119 0.05 0.00 0.05
H 4.940468 -8.907485 -4.197776 0.07 -0.02 -0.02
H -1.709393 -0.429570 -4.298074 -0.03 -0.01 -0.15
H -1.182926 1.435685 -1.962388 0.23 -0.05 0.02
H -1.758514 0.781304 -0.104394 0.03 0.09 0.11
H -0.580959 5.193428 -3.822447 -0.01 -0.05 0.03
H 1.932581 -1.851270 -0.872632 0.08 -0.29 0.11
H 2.983977 3.003124 -1.902915 0.43 -0.17 0.10
H -2.229073 -1.179632 -1.980436 0.02 -0.10 -0.04
H -3.486950 0.659242 0.055066 -0.14 -0.03 0.00
H -2.601675 1.594244 -2.939886 -0.02 0.22 0.03
```
Forces are in eV/Å.

For each record above, in turn, the calculated HOMO values are -9.5674 -8.9444 eV.